# 1
Entry from the OMol25 dataset: 11 unconnected molecules or ions with the total composition C27H58F6N4O16P in a non-equilibrium geometry (ωB97M-V/def2-TZVPD).

Results
- Net charge: -1
- Molecular weight: 839.7 g mol⁻¹
- HOMO level: -8.024 eV

The geometry in XYZ format:
```
112
Properties=species:S:1:pos:R:3:forces:R:3:mulliken_charge:R:1
P 0.8357 0.0042 -0.7180 0.3 0.9 0.6 1.132
F -0.7666 0.4631 -0.3717 1.2 -1.6 0.0 -0.390
F 1.2748 0.9126 0.5575 0.4 0.2 -0.1 -0.356
F 1.0055 -1.2540 0.2640 -1.3 -0.5 0.5 -0.339
F 2.3900 -0.2963 -1.1791 -0.2 0.6 0.1 -0.372
F 0.3377 -1.0140 -1.8603 -0.5 0.7 -0.3 -0.335
F 0.8633 1.3402 -1.6194 0.1 -0.3 -0.9 -0.341
C 1.6033 -6.2798 4.7223 -1.2 0.4 1.6 -0.536
O 2.6970 -7.1327 4.7392 0.9 -0.5 -0.6 -0.494
H 1.8052 -5.2594 5.0481 0.5 0.3 -0.4 0.261
H 0.9446 -6.2480 3.8545 0.4 -0.3 -0.4 0.261
H 1.0219 -6.6598 5.5623 -0.5 0.0 -0.1 0.213
H 3.3554 -6.8826 4.0867 0.0 0.1 -0.1 0.295
C 7.1972 -5.6995 -1.2585 -1.9 1.9 0.9 -0.456
O 6.3800 -5.6749 -0.0668 0.0 -1.2 0.7 -0.502
H 6.8990 -4.6874 -1.5321 1.5 0.2 -1.5 0.221
H 8.2421 -5.7788 -0.9586 -0.2 -0.3 -0.4 0.216
H 6.7812 -6.3750 -2.0060 0.6 -0.4 0.1 0.206
H 5.6117 -5.1479 -0.2982 -0.1 -0.1 0.3 0.316
C -6.1234 6.6752 -0.4172 0.2 0.9 -1.3 -0.455
O -5.9095 5.4565 0.1514 0.1 -2.0 1.9 -0.505
H -5.1574 7.0304 -0.7761 -0.1 0.7 -0.4 0.223
H -6.8330 6.5237 -1.2306 -0.1 0.7 -0.4 0.216
H -6.5292 7.4117 0.2764 0.0 -0.3 0.2 0.204
H -5.4171 4.8825 -0.4400 0.0 0.1 0.0 0.317
C -0.0692 2.1919 7.1330 -0.1 1.0 -1.3 -1.259
C -0.1136 3.6636 6.5592 -1.7 -1.4 0.7 0.370
C -1.3638 3.9295 5.6665 0.3 0.2 -0.6 -0.463
O -2.1346 4.8669 6.4032 -0.6 0.4 -0.1 -0.325
C -1.4834 5.2210 7.5044 -2.1 3.3 2.9 0.720
O -1.8342 6.0672 8.3416 0.3 -2.0 -2.5 -0.622
O -0.4018 4.5439 7.6667 2.8 -1.3 0.0 -0.344
H -1.0694 1.8720 7.4252 -0.1 0.4 0.2 0.338
H 0.6025 2.0291 7.9760 0.1 0.3 -0.3 0.329
H 0.1613 1.5388 6.2913 0.4 -0.1 0.1 0.375
H 0.7330 4.0369 5.9830 0.4 -0.4 0.6 0.332
H -2.0382 3.1203 5.3863 0.4 -0.3 0.3 0.275
H -1.0395 4.4173 4.7472 -0.1 0.0 -0.1 0.274
C -6.6985 -4.5773 -4.4446 -0.8 0.3 1.9 -1.336
C -7.7815 -5.4612 -3.7300 3.4 3.7 -0.2 0.318
C -9.1608 -5.1481 -4.1490 -1.4 -1.0 -0.9 -0.382
O -9.6164 -6.4912 -4.3753 -1.3 -0.2 0.4 -0.337
C -8.5790 -7.3178 -4.4129 -2.1 -5.6 -1.8 0.671
O -8.7406 -8.5393 -4.6313 1.1 3.9 0.8 -0.620
O -7.4584 -6.6558 -4.2996 0.4 -2.9 0.0 -0.268
H -6.9671 -3.5478 -4.2075 0.5 0.3 -0.5 0.386
H -6.6692 -4.8287 -5.5048 -0.3 0.3 0.1 0.347
H -5.7288 -4.8375 -4.0203 0.0 0.3 0.0 0.355
H -7.6532 -5.5289 -2.6497 0.0 0.2 0.1 0.334
H -9.2203 -4.6894 -5.1360 0.1 0.6 0.2 0.255
H -9.8652 -4.7065 -3.4441 0.5 0.2 0.0 0.276
C 9.0543 0.4897 2.4149 -0.6 0.3 0.1 -1.352
C 9.3974 1.7042 3.2656 -0.4 -1.9 -0.2 0.437
C 8.7463 1.7662 4.6288 -1.8 -1.6 -0.2 -0.532
O 9.7650 2.2405 5.4230 -3.2 2.9 3.0 -0.297
C 10.8544 1.9674 4.8716 4.9 0.9 0.7 0.700
O 11.9063 2.2047 5.3644 1.8 0.0 1.0 -0.605
O 10.7454 1.4765 3.6945 -0.4 -0.7 -3.3 -0.331
H 8.0596 0.6205 1.9890 0.1 0.0 -0.4 0.394
H 9.0075 -0.4207 3.0123 0.1 0.1 0.2 0.331
H 9.8281 0.3341 1.6630 -0.3 0.2 -0.2 0.340
H 9.2768 2.6493 2.7362 0.4 0.1 -0.1 0.302
H 8.6408 0.7999 5.1220 -1.0 -0.7 -1.0 0.294
H 7.7937 2.2935 4.6792 0.4 0.4 0.2 0.319
C -1.1091 -8.9908 -4.6337 1.7 -0.2 2.6 0.159
O -0.5406 -9.5173 -3.6563 -0.9 0.6 -1.8 -0.607
N -0.4753 -8.0909 -5.4449 -0.4 -0.3 0.3 0.120
C 0.9570 -7.7824 -5.1879 -0.7 0.4 -0.6 -0.904
C -1.1919 -7.5034 -6.5684 0.5 -0.3 -0.9 -0.857
H -2.1884 -9.1858 -4.7298 0.2 0.3 -0.8 0.281
H 1.2722 -8.0660 -4.1838 -0.4 -0.3 -0.3 0.288
H 1.1263 -6.7105 -5.2903 -0.3 0.2 0.1 0.325
H 1.5919 -8.2231 -5.9565 0.0 -0.4 0.1 0.309
H -2.2389 -7.8054 -6.5977 -0.1 0.4 0.7 0.248
H -1.0436 -6.4306 -6.6919 -0.3 0.2 0.7 0.304
H -0.8629 -7.8639 -7.5431 0.6 -0.5 -0.1 0.335
C -0.7936 7.6865 -8.8268 3.6 0.0 -2.4 0.226
O 0.0547 8.2383 -9.5851 -2.7 -0.9 2.0 -0.618
N -0.4674 6.6603 -8.0065 -1.1 -0.2 1.1 0.098
C -1.5027 6.2234 -7.0935 0.1 0.2 1.8 -1.020
C 0.8258 6.0878 -7.7150 1.0 0.0 0.5 -0.963
H -1.8876 7.8101 -8.8375 0.2 0.6 -0.2 0.265
H -1.1687 6.4047 -6.0719 0.3 0.4 0.3 0.363
H -1.6814 5.1525 -6.9966 -0.2 -0.1 -1.1 0.330
H -2.4051 6.8331 -7.1387 -0.1 -0.4 -0.6 0.320
H 1.6780 6.7392 -7.9085 -0.3 -0.1 -1.2 0.343
H 1.0554 5.9216 -6.6625 -1.1 0.3 0.7 0.336
H 0.8896 5.0564 -8.0616 0.3 0.2 -0.8 0.319
C -7.6351 -4.0652 5.1747 0.4 -1.6 -4.3 0.190
O -7.7416 -4.6394 4.0713 -1.2 0.1 2.0 -0.636
N -6.5480 -3.3655 5.4016 2.4 0.6 0.1 0.072
C -5.3184 -3.1869 4.5707 -1.1 -1.8 -1.1 -0.937
C -6.5659 -2.5713 6.5449 1.0 1.8 1.6 -1.043
H -8.3462 -4.0102 6.0134 -0.3 -0.4 -0.3 0.306
H -4.4163 -3.4119 5.1397 -0.2 0.4 0.3 0.348
H -5.2261 -2.2802 3.9728 -0.3 0.6 0.8 0.333
H -5.3338 -3.9228 3.7668 -0.2 -0.4 0.2 0.345
H -5.5276 -2.2854 6.7130 -0.2 0.5 0.3 0.321
H -7.1712 -1.6889 6.3374 0.1 0.4 0.6 0.332
H -6.8567 -3.0376 7.4863 -0.4 -0.3 -0.2 0.367
C 4.8904 8.4394 1.3768 0.1 -3.4 1.0 0.084
O 5.1141 7.6153 2.3205 -0.4 2.9 -3.1 -0.593
N 4.5722 8.0462 0.0718 0.9 0.2 2.1 0.120
C 4.0890 9.0087 -0.8957 0.2 0.1 -0.1 -0.888
C 4.9515 6.7244 -0.4250 -1.1 -0.3 -0.1 -0.932
H 4.9287 9.5342 1.4869 -0.2 -0.1 0.3 0.315
H 4.8795 9.4611 -1.4945 0.3 0.0 -0.1 0.320
H 3.5586 9.8268 -0.4084 -0.1 -0.2 0.1 0.340
H 3.4268 8.5072 -1.6014 -0.2 0.0 0.2 0.284
H 5.8281 6.7950 -1.0689 -0.1 -0.1 -0.1 0.310
H 5.0800 5.9285 0.3087 0.4 0.8 0.6 0.307
H 4.0799 6.3306 -0.9479 0.2 0.1 -0.7 0.334
```
Forces are in eV/Å.

# 2
Entry from the OMol25 dataset: 5 unconnected molecules or ions with the total composition C27H58IN3O6P in a non-equilibrium geometry (ωB97M-V/def2-TZVPD).

Results
- Net charge: +1
- Molecular weight: 678.7 g mol⁻¹
- HOMO level: -10.714 eV

The geometry in XYZ format:
```
96
Properties=species:S:1:pos:R:3:forces:R:3:mulliken_charge:R:1
C 5.7138 -3.2360 2.7566 -0.3 0.4 -0.2 -1.043
C 5.6078 -2.2632 1.5666 -0.1 -0.7 -0.4 -0.385
I 6.6099 -3.1338 -0.1597 0.0 0.2 0.2 0.183
C 4.1573 -1.9510 1.1404 0.8 0.2 0.5 -1.001
N 3.6372 -0.5807 1.5772 -0.7 -0.6 -0.3 0.408
C 3.9926 0.5157 0.5891 0.3 0.0 -0.5 -0.847
C 5.4545 0.6617 0.2141 0.3 -0.1 -0.3 0.091
C 6.2839 1.3466 1.2670 0.2 -0.8 -0.3 0.017
O 6.1331 2.4755 1.5474 -0.3 1.5 0.6 -0.385
O 7.1709 0.5678 1.9586 0.5 0.0 0.1 -0.509
P 4.1566 -0.1523 3.2939 0.1 1.6 1.0 0.209
N 3.9341 1.3535 3.5549 0.1 -0.5 0.1 -0.672
C 2.1167 -0.6290 1.5476 -0.1 0.2 0.3 0.922
C 1.4628 -1.3536 0.5646 0.5 0.1 0.2 -0.615
C 0.0839 -1.3423 0.5707 -0.5 -0.1 0.0 -0.965
N -0.6688 -0.6806 1.4467 0.4 0.2 0.2 -0.302
C -0.0179 0.0379 2.3619 0.0 -0.2 -0.3 -0.866
C 1.3718 0.1031 2.4598 -0.1 -0.1 -0.2 -0.592
H 6.3177 -2.8038 3.5473 0.2 -0.1 0.1 0.338
H 4.7287 -3.4511 3.1645 -0.1 0.0 0.1 0.362
H 6.1225 -4.1870 2.4510 0.2 -0.2 0.1 0.355
H 6.1859 -1.3732 1.7445 0.0 0.1 0.0 0.136
H 3.5133 -2.6814 1.6090 -0.3 -0.2 -0.1 0.645
H 4.0764 -2.0094 0.0677 -0.3 0.1 -0.2 0.590
H 3.5971 1.4590 0.9466 0.0 0.0 0.4 0.525
H 3.4414 0.2675 -0.3113 -0.1 -0.2 -0.1 0.606
H 5.4759 1.3392 -0.6366 -0.2 0.1 -0.1 0.343
H 5.9100 -0.2585 -0.1389 -0.1 -0.2 0.0 0.184
H 7.7905 0.1235 1.3628 -0.1 -0.2 0.0 0.372
H 3.3039 -0.9956 4.0116 0.1 -0.4 -0.4 0.199
H 5.4869 -0.5563 3.4494 -0.2 -0.5 -0.2 0.123
H 4.7943 1.8470 3.7663 -0.1 0.3 -0.1 0.297
H 1.9667 -1.9134 -0.2034 0.0 -0.1 -0.1 0.668
H -0.4247 -1.9211 -0.1862 -0.2 0.0 -0.1 0.556
H -0.6116 0.6078 3.0615 -0.2 0.0 0.0 0.469
H 1.8091 0.7451 3.2088 0.0 0.1 0.0 0.575
C -6.9558 -1.1201 1.3150 0.1 0.0 -0.1 -0.816
C -6.4077 -0.9281 2.7179 -0.1 0.1 0.0 -0.429
O -5.0711 -1.3721 2.8870 0.1 -0.1 0.1 -0.447
C -4.0969 -0.7471 2.0758 0.0 0.0 -0.1 -0.080
C -3.9886 0.7552 2.2801 0.0 0.0 0.1 -1.056
H -6.8987 -2.1697 1.0233 0.0 0.0 0.0 0.278
H -7.9982 -0.8024 1.2709 0.0 0.0 0.0 0.271
H -6.4029 -0.5385 0.5755 0.0 0.1 0.0 0.248
H -6.9955 -1.5178 3.4207 0.1 0.0 0.0 0.363
H -6.5052 0.1182 3.0290 0.0 0.0 0.0 0.295
H -4.2699 -0.9794 1.0182 0.0 0.1 0.0 0.226
H -3.1510 -1.2136 2.3453 0.0 -0.1 0.0 0.155
H -4.9081 1.2754 2.0114 0.0 0.0 -0.1 0.371
H -3.1861 1.1580 1.6596 0.0 0.0 0.0 0.355
H -3.7728 0.9829 3.3259 0.0 0.0 0.0 0.265
C -13.0660 -0.0562 0.7842 0.0 -0.1 -0.1 -1.068
C -11.6981 0.5939 0.6670 -0.1 0.1 0.0 -0.325
O -10.7458 -0.1840 -0.0362 0.2 0.0 0.1 -0.362
C -11.0664 -0.5010 -1.3786 -0.1 0.0 -0.1 -0.327
C -11.2554 0.7106 -2.2754 0.0 0.1 0.1 -1.059
H -12.9851 -1.0309 1.2669 0.0 0.0 0.0 0.302
H -13.7289 0.5733 1.3781 0.0 0.0 0.0 0.384
H -13.5350 -0.2041 -0.1892 0.0 0.1 0.0 0.266
H -11.2764 0.7307 1.6630 0.1 0.0 0.0 0.320
H -11.7828 1.5916 0.2218 0.0 0.0 0.0 0.304
H -11.9476 -1.1509 -1.4186 0.0 0.0 0.0 0.297
H -10.2254 -1.0924 -1.7411 0.0 0.0 0.1 0.328
H -12.0959 1.3291 -1.9593 0.0 0.0 0.0 0.267
H -11.4468 0.3900 -3.2998 0.0 0.0 0.0 0.388
H -10.3604 1.3345 -2.2675 0.0 0.0 0.0 0.292
C -0.0040 -5.1928 -3.8081 0.1 0.1 0.0 -1.250
C -0.3132 -4.0261 -2.8879 -0.1 -0.1 0.0 -0.364
O 0.7642 -3.1115 -2.7270 0.1 0.1 0.3 -0.261
C 1.2249 -2.4812 -3.9137 0.0 0.0 -0.1 -0.304
C 0.1699 -1.6566 -4.6291 -0.1 0.0 0.1 -1.132
H 0.8681 -5.7417 -3.4509 0.0 0.0 0.0 0.317
H -0.8539 -5.8736 -3.8429 0.0 0.0 0.0 0.398
H 0.2008 -4.8681 -4.8286 -0.1 0.0 0.0 0.286
H -0.5222 -4.4025 -1.8858 0.0 0.0 0.0 0.318
H -1.2133 -3.4992 -3.2204 0.0 0.0 0.0 0.411
H 1.6632 -3.2204 -4.5913 0.0 0.0 0.0 0.316
H 2.0394 -1.8282 -3.5950 0.0 0.0 0.1 0.324
H -0.6610 -2.2684 -4.9798 0.0 0.0 -0.1 0.271
H 0.6076 -1.1643 -5.4973 0.0 0.0 0.0 0.408
H -0.2361 -0.8923 -3.9644 0.0 0.0 0.0 0.295
C 9.3130 5.3901 -2.1983 0.0 -0.1 0.1 -0.999
C 7.9293 5.3938 -2.8243 0.1 0.1 0.0 -0.318
O 7.0798 4.3576 -2.3573 -0.1 -0.2 -0.1 -0.442
C 6.8040 4.3542 -0.9699 0.1 0.1 0.0 0.373
C 6.1194 5.6093 -0.4602 0.0 0.1 -0.1 -1.192
H 9.8064 4.4319 -2.3675 0.0 0.0 0.0 0.278
H 9.9233 6.1780 -2.6388 0.0 0.0 0.0 0.393
H 9.2780 5.5628 -1.1217 0.0 0.1 0.0 0.253
H 8.0158 5.2295 -3.8978 -0.1 0.0 0.0 0.338
H 7.4492 6.3692 -2.6937 0.0 0.0 0.1 0.297
H 7.7174 4.1551 -0.3968 0.0 0.0 0.0 0.254
H 6.1440 3.5016 -0.8117 0.0 0.0 -0.1 -0.309
H 6.7436 6.4940 -0.5839 0.0 0.0 0.1 0.311
H 5.8948 5.5056 0.6016 0.0 0.0 0.0 0.388
H 5.1872 5.7813 -1.0001 0.0 0.0 0.0 0.340
```
Forces are in eV/Å.

# 3
Entry from the OMol25 dataset: 8 unconnected molecules or ions with the total composition C27H58NO11 in a non-equilibrium geometry (ωB97M-V/def2-TZVPD).

Results
- Energy above the lowest of the compared OMol25 structures with the same formula, charge and spin: 1308.8 kJ/mol
- Net charge: +1
- Molecular weight: 572.8 g mol⁻¹
- HOMO level: -9.647 eV

The geometry in XYZ format:
```
97
Properties=species:S:1:pos:R:3:forces:R:3:mulliken_charge:R:1
N 3.9230 61.6340 33.0590 6.5 3.2 0.1 1.784
H 3.7620 60.7020 32.7830 2.7 -1.6 0.4 -0.387
H 3.0230 62.0850 33.3790 3.3 0.9 -0.1 -0.757
H 4.2390 62.0530 32.1810 -0.1 -0.4 0.9 0.059
H 4.4940 61.6790 33.8830 0.9 -1.2 -0.3 0.467
O 2.4640 60.9210 33.0140 -16.2 -8.7 4.5 0.855
C 1.6690 60.9320 32.2050 -7.7 -1.3 -7.3 0.038
O 0.8180 59.8560 31.8680 0.9 3.0 -1.0 -0.335
C 0.7450 58.7570 32.6710 2.2 -2.5 4.9 1.218
C -0.2240 57.7930 32.1350 -1.7 -2.6 0.4 -1.181
C 1.2940 62.1600 31.3110 -1.7 0.9 2.3 -1.148
H 0.7870 58.9910 33.8600 -1.2 -0.2 -2.9 -1.126
H 1.7630 58.1590 32.6530 -3.1 1.4 0.9 0.048
H -0.7240 57.1340 32.9190 1.2 0.5 -1.0 0.326
H 0.0020 57.2460 31.1710 0.5 -0.5 2.4 0.409
H -1.0420 58.1830 31.6480 -2.5 2.2 -0.4 0.503
H 1.6010 63.0240 31.9340 -0.1 -0.1 -0.4 0.141
H 0.2060 62.3290 31.1370 0.5 -0.7 0.7 0.437
H 1.6620 62.3090 30.3310 0.8 -0.7 -0.4 0.061
O 2.7750 59.5710 35.0700 1.7 0.2 -1.4 -0.415
C 2.1590 59.0870 35.9350 -0.8 -1.1 4.7 0.558
O 2.6070 58.0460 36.8060 -1.0 2.1 -1.5 -0.312
C 3.9320 57.5180 36.7640 -0.6 -0.3 0.5 -0.338
C 4.1080 56.7970 38.0410 -2.7 -4.3 -1.3 -1.300
C 0.8060 59.6840 36.4190 -0.1 2.4 -0.6 -0.264
H 4.7340 58.1290 36.5630 1.4 3.2 0.3 0.454
H 4.1290 56.9580 35.9110 -0.8 -2.1 -1.6 0.419
H 4.8080 55.9820 38.0270 1.1 0.0 -0.5 0.427
H 3.1480 56.0670 38.0670 1.7 2.1 0.9 0.230
H 4.3410 57.3420 38.8920 -0.3 1.3 1.6 0.313
H 0.3160 59.9760 35.3700 0.5 -0.5 2.7 0.283
H 0.9150 60.7130 37.1180 0.3 -2.8 -2.3 -0.338
H 0.2010 59.0670 37.0830 0.0 -0.4 -0.6 0.443
O 3.3280 61.2160 29.6640 0.8 0.3 1.1 -0.175
C 3.2920 61.9340 28.7000 -0.4 -1.7 -2.3 0.735
O 3.3410 63.2390 28.6450 -0.2 0.1 -0.4 -0.362
C 3.6710 63.9400 29.8360 -3.9 3.7 -3.5 0.097
C 4.0590 65.3240 29.3260 -1.2 0.2 1.0 -1.535
C 3.0770 61.3310 27.3190 0.3 -2.1 1.5 -1.298
H 4.4330 63.5180 30.2030 6.0 -3.3 3.1 0.551
H 2.8620 63.8290 30.5110 -0.7 0.7 0.6 -0.108
H 4.2890 66.0060 30.1450 0.0 0.0 -0.1 0.396
H 3.2700 65.7330 28.7090 -0.5 0.2 0.2 0.372
H 4.8760 65.2720 28.6570 1.2 -0.3 -0.4 0.392
H 2.2980 61.8230 26.8240 -1.6 0.6 -0.5 0.427
H 2.8280 60.2160 27.5190 0.6 1.9 -0.8 0.138
H 3.9010 61.5060 26.6460 0.7 -0.3 0.1 0.382
C 6.3290 63.8710 37.8180 -0.4 -3.0 -0.1 -1.625
C 5.4340 62.8390 37.1300 1.7 -1.1 -5.4 0.699
O 5.6450 62.5270 35.7620 -2.2 -1.6 10.6 -0.446
C 4.2480 62.3200 37.8430 -2.0 -1.4 0.0 -0.424
H 7.0220 63.5530 38.6060 -1.0 -0.1 0.4 0.380
H 5.7430 64.7140 37.9510 -1.4 1.6 1.4 0.423
H 6.9640 64.1900 37.1080 2.5 1.0 -2.5 0.594
H 4.4050 61.5630 38.7080 0.4 1.1 -1.6 0.385
H 3.7020 61.8140 36.9910 0.0 0.3 1.4 -0.106
H 3.5550 63.0800 38.3570 1.3 -0.6 -1.0 0.204
C 7.9900 58.1660 31.9160 -1.4 8.0 1.0 -1.715
C 7.3040 59.4260 31.2760 -2.1 1.5 -0.3 0.774
O 6.5000 60.1980 31.8580 2.6 -2.5 -1.3 -0.404
C 7.4950 59.5440 29.7340 3.2 0.0 1.4 -1.126
H 8.1520 58.5150 32.8660 -0.2 -0.5 2.9 0.355
H 8.8610 58.1230 31.4960 5.3 -0.6 -2.7 0.615
H 7.4510 57.4410 31.6250 -4.1 -5.8 -1.0 0.510
H 7.3620 58.5620 29.3290 -0.4 -0.4 -0.6 0.357
H 8.5390 59.8780 29.3710 -0.9 -0.9 1.2 0.349
H 6.9850 60.3370 29.3120 -2.1 1.1 -0.7 0.239
C 4.0810 57.0580 30.1400 -4.8 -2.0 -1.3 -1.474
C 2.8530 57.8990 30.5830 -0.1 1.1 3.1 1.163
O 2.8470 58.3930 31.7950 3.9 -2.1 -7.5 -0.546
C 1.5870 58.0770 29.6510 4.9 2.0 1.8 -1.044
H 4.4800 57.2460 29.1590 -0.4 0.1 -0.6 0.441
H 3.6840 55.9300 30.1970 1.4 2.3 0.1 0.301
H 4.7320 57.4080 30.8070 3.2 0.2 3.0 0.284
H 1.5100 59.1490 29.8230 -0.8 0.1 -0.6 0.248
H 0.8840 57.5580 30.1970 -1.4 -1.0 -0.5 -0.146
H 1.9800 57.8430 28.6990 -0.6 -0.6 -1.2 0.367
C 3.9910 63.9600 34.3450 0.7 2.3 -1.3 -0.801
C 5.2910 63.4540 33.8840 6.1 2.3 -3.5 0.798
O 5.4470 62.7090 32.9060 6.2 6.8 1.3 -0.591
C 6.6310 64.0790 34.4560 0.7 -2.3 2.0 -0.960
H 3.8150 63.3800 35.1940 -1.5 -0.6 1.0 0.021
H 3.3810 63.8660 33.4600 -1.0 0.1 0.4 0.208
H 4.0380 65.0460 34.6010 0.2 -0.8 0.0 0.442
H 6.8710 65.0740 34.2780 0.0 1.9 -1.3 0.507
H 7.6430 63.4460 34.4740 -2.6 1.0 -0.9 0.253
H 6.3810 63.9870 35.5170 0.9 1.6 -1.0 -0.197
C -0.4200 63.8340 34.9050 5.3 1.1 -1.7 -1.316
C 0.6410 63.2640 35.9370 -1.3 0.4 1.2 0.786
O 1.6760 62.7460 35.6330 0.4 -0.4 -1.4 -0.098
C 0.4250 63.4250 37.4540 -2.8 -3.5 1.7 -1.327
H -1.1970 64.3770 35.2460 -3.0 0.9 1.9 0.545
H -0.6690 63.1680 34.0810 0.1 -0.2 0.2 0.252
H 0.1340 64.7980 34.4100 -0.6 -2.4 0.8 0.253
H 0.6800 62.4600 38.2350 0.0 2.7 -2.7 0.181
H -0.6430 63.5700 37.7370 0.3 -0.2 -0.6 0.407
H 0.8180 64.3070 37.8240 1.5 1.7 0.6 0.423
```
Forces are in eV/Å.

LUMO level: 1.704, -3.094, -2.701 (eV)